(1)
Below is a 7-piece molecular cluster, C4H16O10 overall at a distorted geometry, with properties calculated with ωB97M-V/def2-TZVPD.

Properties
Multiplicity: 1
Highest occupied orbital energy: -2.356 eV
Energy above the lowest of the compared OMol25 structures with the same formula, charge and spin: 33.5 kcal per mole
Total charge: -2

Each line ends with the Löwdin charge.
Atoms and positions in Å:
O -0.43406 -1.36084 2.48050  -0.134
C -0.80720 -1.02148 1.31040  -0.626
O -1.68754 -1.70842 0.71351  -0.072
C -0.35048 0.26080 0.59631  -0.105
C 1.17223 0.41149 0.77990  -0.114
C 1.81057 0.80116 -0.51705  -0.705
O 2.72376 0.06580 -0.97390  -0.063
O 1.36416 1.82617 -1.10128  -0.105
H -0.70302 0.11650 -0.45853  0.114
H -0.95385 1.16041 0.88756  0.119
H 1.47464 -0.59965 1.05007  0.085
H 1.34359 1.03467 1.64699  0.112
H -0.25291 -0.16914 3.54208  0.004
H -1.53926 0.60764 3.65297  0.014
O -0.62125 0.68689 3.95052  -0.146
H 1.65445 2.10854 -2.86563  -0.008
H 1.90299 0.62677 -3.08406  -0.002
O 1.67980 1.43058 -3.55930  -0.119
H 0.77065 -2.91916 1.89654  0.032
H 1.36187 -1.94079 2.92152  0.012
O 1.60325 -2.56597 2.24215  -0.093
H -0.95089 -2.63383 -0.51221  -0.024
H 0.07207 -2.65686 -1.63371  0.012
O -0.78938 -3.01169 -1.40665  -0.109
H -2.80343 1.44253 -0.53229  0.043
H -3.10934 1.74023 -2.08624  -0.020
O -3.44476 1.81699 -1.19800  -0.105
H -1.27035 1.34446 -2.86240  0.044
H -0.54167 2.59340 -2.36018  0.034
O -1.39097 2.28441 -2.71120  -0.075

(2)
Below is C2H4HgLiO2 as an isolated structure at a distorted geometry, with properties calculated with ωB97M-V/def2-TZVPD.

Properties
Multiplicity: 1
Highest occupied orbital energy: -12.892 eV
Energy above the lowest of the compared OMol25 structures with the same formula, charge and spin: 0.0 kcal per mole
Total charge: +1

Each line ends with the Löwdin charge.
Atoms and positions in Å:
O -0.03050 -2.69805 0.28085  -0.497
C -0.64584 0.91736 0.91142  0.017
C -0.12958 1.15864 -0.30820  -0.381
O 0.82807 0.41840 -0.91682  -0.571
H -0.01057 -3.05867 1.16654  -0.001
H -0.09720 0.33308 1.65674  0.064
H -1.66664 1.23389 1.12282  0.076
H -0.38729 2.09825 -0.81596  0.113
Li 1.12239 1.01889 -2.65187  0.849
Hg 1.01716 -1.42181 -0.44551  1.332

(3)
Below is a 2-piece molecular cluster, CH2NOS3 overall at a distorted geometry, with properties calculated with ωB97M-V/def2-TZVPD.

Properties
Multiplicity: 1
Highest occupied orbital energy (spin up / spin down): -3.198 / -3.199 eV
Energy above the lowest of the compared OMol25 structures with the same formula, charge and spin: 95.5 kcal per mole
Total charge: -1

Each line ends with the Löwdin charge.
Atoms and positions in Å:
C -1.31515 0.42003 0.24798  -1.412
N 0.21086 -1.03863 -0.40882  -0.617
O 0.75455 -0.38536 -1.49118  -0.263
S 1.31256 -0.99933 0.86347  0.496
S -2.74358 -0.18207 -0.07518  0.486
S -0.59684 1.71923 0.83700  0.516
H 0.83183 0.38283 1.28547  -0.211
H 1.54577 0.08330 -1.25874  0.005

(4)
Below is a 2-piece molecular cluster, C10H16O overall at a distorted geometry, with properties calculated with ωB97M-V/def2-TZVPD.

Properties
Structure (SMILES): CCc1ccc(O)cc1.CC
Multiplicity: 1
Highest occupied orbital energy: -8.067 eV
Energy above the lowest of the compared OMol25 structures with the same formula, charge and spin: 74.9 kcal per mole
Total charge: 0

Each line ends with the Löwdin charge.
Atoms and positions in Å:
C -0.86804 -3.67000 -1.78959  -0.180
C -1.76997 -2.64032 -1.19383  -0.188
H 0.21672 -3.20398 -2.06998  0.120
H -0.77985 -4.42658 -0.99814  0.066
H -1.30950 -4.03081 -2.63188  0.018
H -1.33921 -1.94686 -0.49532  0.025
H -2.73213 -3.10944 -1.01575  0.068
H -2.11381 -2.01595 -2.06197  0.081
C 1.59286 1.46375 -0.92184  -0.286
C 1.52776 0.29447 -1.82205  -0.131
C 0.90553 1.39866 0.40871  -0.217
C 1.20606 2.55667 1.19078  -0.033
C -0.22326 0.51746 0.54263  0.006
C 0.49280 2.64857 2.35754  -0.039
C -0.85308 0.63878 1.86786  0.023
C -0.54312 1.79722 2.66027  -0.364
O -1.14826 2.04756 3.81195  0.034
H 2.59832 1.98637 -0.78072  0.123
H 1.19415 2.28513 -1.58462  0.124
H 0.78822 0.45264 -2.71118  0.116
H 2.07145 3.15054 1.01896  0.103
H -0.37621 -0.42857 0.05529  0.053
H 0.69507 3.46477 3.09656  0.136
H -1.53032 -0.16789 2.12267  0.096
H -1.50156 1.38346 4.43290  0.132
H 1.28409 -0.56499 -1.22639  0.044
H 2.51530 0.11935 -2.26285  0.072

(5)
Below is C30H39AuBIN7O3S as an isolated structure, with properties calculated with ωB97M-V/def2-TZVPD.

Properties
Multiplicity: 1
Highest occupied orbital energy: -10.981 eV
Energy above the lowest of the compared OMol25 structures with the same formula, charge and spin: 15.2 kcal per mole
Total charge: +1

Each line ends with the Löwdin charge.
Atoms and positions in Å:
Au -0.61120 -1.01585 0.09185  1.430
C 1.29071 5.74684 0.21022  -0.060
C 0.33370 4.58837 0.49929  -0.367
C -0.45000 4.84131 1.78827  -0.054
C 1.07757 3.28692 0.57332  -0.298
C 1.94941 2.83817 1.59336  0.003
C 2.33019 1.58181 1.19653  -0.100
N 1.69935 1.31544 0.02576  -0.064
N 0.95042 2.37888 -0.37113  0.111
B 2.06595 0.22847 -0.96105  -0.535
N 2.22625 -1.14308 -0.23339  -0.005
C 3.33172 -1.85473 -0.03877  -0.026
C 2.98018 -3.14235 0.32693  0.024
C 1.58859 -3.18130 0.31195  -0.221
N 1.15911 -1.94539 -0.02509  -0.046
C 0.75283 -4.41364 0.53199  -0.346
C 0.61178 -4.72376 2.02696  -0.036
C -0.59428 -4.36634 -0.18053  -0.101
N 0.95993 0.02699 -2.02412  -0.002
C 1.10830 0.17815 -3.33559  -0.024
C -0.04635 -0.21497 -3.97453  0.015
C -0.92028 -0.63822 -2.97560  -0.202
N -0.29092 -0.45497 -1.79062  -0.031
C -2.29585 -1.20398 -3.25628  -0.341
C -3.12513 -1.59786 -2.04729  -0.081
C -3.08269 -0.21080 -4.12035  -0.041
H 0.74590 6.69275 0.18296  0.080
H 1.79247 5.61501 -0.74962  0.081
H 2.05276 5.81833 0.98993  0.081
H -0.37478 4.51092 -0.32911  0.118
H 0.23066 5.03471 2.62136  0.081
H -1.07485 3.98489 2.04729  0.066
H -1.09301 5.71561 1.67325  0.083
H 2.25182 3.36293 2.48572  0.109
H 3.02054 0.87787 1.63957  0.121
H 3.11030 0.47074 -1.51612  0.128
H 4.29934 -1.40284 -0.19365  0.141
H 3.63868 -3.96893 0.53805  0.123
H 1.33133 -5.22192 0.08097  0.145
H 0.05466 -3.93881 2.54163  0.054
H 1.58825 -4.81302 2.50407  0.088
H 0.07630 -5.66381 2.16577  0.092
H -1.25373 -3.61097 0.24656  -0.066
H -1.10551 -5.32368 -0.07844  0.093
H -0.47339 -4.15395 -1.24592  0.089
H 2.03836 0.55693 -3.72773  0.138
H -0.23722 -0.21887 -5.03418  0.119
H -2.11409 -2.10409 -3.85075  0.147
H -3.43396 -0.72365 -1.48043  0.062
H -2.59232 -2.27704 -1.37433  0.031
H -4.02193 -2.11899 -2.38363  0.095
H -3.19630 0.73956 -3.59302  0.075
H -4.07521 -0.61171 -4.32871  0.090
H -2.59093 -0.01994 -5.07390  0.078
I -3.30980 -2.98056 1.86516  1.133
C -1.69813 -2.00954 2.74432  -0.725
C -1.61835 -2.07894 4.12712  -0.113
C -0.54488 -1.50809 4.78663  -0.008
C 0.43806 -0.86123 4.05680  -0.003
C 0.31535 -0.81698 2.69171  -0.096
N -0.72580 -1.39294 2.04859  -0.133
H -2.39759 -2.59146 4.67061  0.101
H -0.47866 -1.57069 5.86516  0.129
H 1.28595 -0.39029 4.53199  0.127
H 1.03471 -0.29510 2.07511  0.085
C -4.32137 4.12693 -3.90851  -0.039
C -3.82373 3.45384 -2.65632  -0.267
C -4.73245 2.98038 -1.70518  -0.026
C -4.29871 2.33446 -0.56268  -0.039
C -2.92850 2.16159 -0.36794  -0.280
C -2.00286 2.60126 -1.30347  -0.059
C -2.46390 3.26825 -2.43112  -0.032
S -2.40725 1.18314 0.98238  0.545
O -3.35487 1.30744 2.04355  -0.255
O -2.44574 -0.27900 0.38344  -0.559
O -1.01878 1.43280 1.28942  -0.318
H -4.96788 3.45296 -4.47336  0.086
H -3.49748 4.43248 -4.55151  0.078
H -4.91174 5.01218 -3.66654  0.088
H -5.79397 3.12894 -1.86473  0.122
H -5.00053 1.98514 0.18333  0.120
H -0.93826 2.44898 -1.14132  0.072
H -1.74716 3.64097 -3.15382  0.120

(6)
Below is C16H28F12LiN4P2 as an isolated structure at a distorted geometry, with properties calculated with ωB97M-V/def2-TZVPD.

Properties
Multiplicity: 1
Highest occupied orbital energy: -8.457 eV
Energy above the lowest of the compared OMol25 structures with the same formula, charge and spin: 0.0 kcal per mole
Total charge: -1

Each line ends with the Löwdin charge.
Atoms and positions in Å:
Li 10.85264 -1.53295 -3.72694  0.513
P 7.51806 -2.73527 -2.75456  0.167
F 7.23360 -1.23487 -2.17097  -0.163
F 7.84385 -3.23198 -1.24059  -0.167
F 5.96992 -3.10695 -2.54587  -0.146
F 7.83237 -4.18913 -3.30911  -0.117
F 7.20501 -2.19361 -4.24484  -0.145
F 9.08835 -2.32058 -2.92090  -0.221
P 11.63589 -4.59417 -5.51708  0.134
F 10.24956 -4.93269 -6.23313  -0.142
F 12.01371 -3.59843 -6.73984  -0.171
F 10.91519 -3.35487 -4.73612  -0.233
F 13.03894 -4.23021 -4.79867  -0.168
F 11.25840 -5.56664 -4.27680  -0.157
F 12.34747 -5.81771 -6.28388  -0.162
C 16.49330 -0.42785 -6.45435  -0.121
C 15.60022 -1.65811 -6.32988  -0.244
C 14.12858 -1.34853 -6.65468  -0.167
C 13.32519 -1.11283 -5.46051  -0.203
N 12.71021 -0.91956 -4.51573  0.132
H 17.52900 -0.66363 -6.20650  0.065
H 16.18039 0.33261 -5.72850  0.075
H 16.43298 0.03334 -7.43983  0.068
H 15.69088 -2.07435 -5.32944  0.113
H 15.93784 -2.41557 -7.03903  0.106
H 13.66830 -2.16951 -7.20046  0.103
H 14.03668 -0.45577 -7.27999  0.119
C 11.05521 -4.41514 1.13690  -0.105
C 9.98754 -4.93332 0.18761  -0.254
C 10.47720 -5.04992 -1.25156  -0.173
C 11.22040 -3.87973 -1.71496  -0.215
N 11.71899 -2.93332 -2.12852  0.159
H 11.20865 -3.34494 1.00237  0.054
H 12.00239 -4.92702 0.95249  0.078
H 10.77458 -4.57559 2.17957  0.068
H 9.10396 -4.28770 0.20118  0.085
H 9.60328 -5.91908 0.46033  0.108
H 9.68974 -5.20261 -1.99223  0.112
H 11.16603 -5.89599 -1.35851  0.126
C 10.26704 1.21691 1.53467  -0.108
C 10.15427 -0.29185 1.30601  -0.250
C 9.25097 -0.63507 0.10687  -0.173
C 9.87462 -0.32507 -1.16962  -0.222
N 10.39627 -0.10244 -2.16226  0.146
H 9.27859 1.67568 1.54598  0.072
H 10.86800 1.67837 0.74865  0.074
H 10.73765 1.42853 2.49588  0.065
H 9.63392 -0.72494 2.16780  0.107
H 11.10699 -0.80244 1.18466  0.104
H 8.29690 -0.11029 0.17326  0.125
H 9.00169 -1.69922 0.08645  0.101
C 7.49229 1.60345 -4.00425  -0.099
C 6.64085 0.66836 -4.86543  -0.248
C 7.40563 0.12498 -6.09147  -0.177
C 8.72703 -0.36035 -5.73335  -0.201
N 9.76911 -0.72185 -5.43504  0.166
H 8.18285 1.02663 -3.39121  0.046
H 6.86210 2.18427 -3.33024  0.069
H 8.05290 2.28867 -4.64548  0.075
H 5.72439 1.13921 -5.22460  0.102
H 6.33926 -0.19509 -4.26825  0.082
H 7.48097 0.90692 -6.85352  0.116
H 6.84753 -0.68605 -6.56210  0.120

(7)
Below is a 2-piece molecular cluster, C3H3Br2P overall at a distorted geometry, with properties calculated with ωB97M-V/def2-TZVPD.

Properties
Multiplicity: 1
Highest occupied orbital energy (spin up / spin down): -8.256 / -8.113 eV
Energy above the lowest of the compared OMol25 structures with the same formula, charge and spin: 59.4 kcal per mole
Total charge: 0

Each line ends with the Löwdin charge.
Atoms and positions in Å:
C 0.91564 1.09587 1.03572  -0.036
C 1.01054 0.08223 0.35906  -0.329
C 1.00285 -0.98641 -0.57321  -0.060
P -1.91468 0.09909 -1.10103  -0.073
Br -2.76696 -1.22016 0.32768  0.124
Br -1.73220 1.89553 0.13053  0.197
H 1.28544 1.95678 1.54364  0.032
H 1.71884 -0.89085 -1.41057  0.054
H 0.48054 -2.03207 -0.31181  0.092